[1]
{"formula": "C34H39BF40N2O8PS", "method": "the ωB97M-V functional and the def2-TZVPD basis", "species": ["C", "C", "C", "O", "O", "C", "C", "C", "C", "C", "C", "B", "N", "O", "N", "P", "S", "H", "H", "H", "H", "H", "H", "H", "H", "H", "H", "H", "H", "H", "H", "H", "H", "H", "H", "H", "C", "C", "C", "F", "F", "F", "F", "O", "C", "C", "F", "F", "F", "F", "H", "H", "H", "H", "C", "C", "C", "F", "F", "F", "F", "O", "C", "C", "F", "F", "F", "F", "H", "H", "H", "H", "C", "C", "C", "F", "F", "F", "F", "O", "C", "C", "F", "F", "F", "F", "H", "H", "H", "H", "C", "C", "C", "F", "F", "F", "F", "O", "C", "C", "F", "F", "F", "F", "H", "H", "H", "H", "C", "C", "C", "F", "F", "F", "F", "O", "C", "C", "F", "F", "F", "F", "H", "H", "H", "H"], "xyz": [[0.0265, -1.8433, 1.4852], [-1.5738, -1.8503, 1.2175], [-1.9032, -0.5482, 0.3184], [-3.0705, -0.1313, 0.2736], [-0.7936, 0.0450, -0.3255], [-1.0338, 0.2662, -1.7317], [-1.3942, -1.0523, -2.5670], [-0.2889, -1.3690, -3.6799], [-0.2683, -2.9639, -3.9370], [-1.3389, -3.0938, -5.1576], [-0.9806, -1.6905, -5.8521], [-1.3373, -1.6640, -7.4390], [-2.4935, -0.9478, -8.0461], [-0.4400, -2.3524, -8.3253], [-0.4238, -0.7909, -5.0517], [0.0591, 0.7758, -5.7315], [-0.0427, 2.2724, -4.5068], [0.3630, -2.7527, 2.0910], [0.6207, -1.9003, 0.5067], [0.3005, -0.8789, 2.0410], [-1.7760, -2.7872, 0.6128], [-2.0732, -1.8169, 2.2308], [-1.8084, 1.0853, -1.9163], [-0.0455, 0.6611, -2.1611], [-1.4925, -1.9941, -1.9284], [-2.4377, -0.8884, -3.0191], [0.7190, -1.0446, -3.2604], [-0.7321, -3.6238, -3.1337], [0.7249, -3.3824, -4.3292], [-1.2979, -4.0066, -5.8296], [-2.4047, -2.9678, -4.7503], [-2.1079, -0.5145, -8.9093], [-3.1114, -1.7006, -8.4110], [0.2942, -2.7636, -7.8102], [1.4308, 0.6342, -6.1591], [-0.6950, 1.1383, -6.9081], [-4.7922, -2.6181, 5.8668], [-5.1212, -1.3448, 6.6726], [-4.1605, -0.1710, 6.4789], [-2.9081, -0.4659, 6.8728], [-4.5541, 0.8921, 7.2280], [-5.2362, -1.6655, 7.9826], [-6.3615, -0.9383, 6.2770], [-4.0894, -3.6620, 6.5488], [-2.6867, -3.5484, 6.5755], [-2.1298, -3.4044, 7.9954], [-2.6193, -2.3109, 8.6139], [-0.7820, -3.2699, 7.9682], [-2.3103, -2.5484, 5.7544], [-2.2116, -4.6867, 6.0217], [-5.7551, -3.0692, 5.6128], [-4.3329, -2.3892, 4.9019], [-4.1309, 0.1537, 5.4349], [-2.3809, -4.2778, 8.5993], [1.0875, -9.1655, -4.5183], [1.7022, -8.1052, -5.4497], [2.1158, -6.8026, -4.7742], [1.0579, -6.1682, -4.2193], [2.6468, -5.9419, -5.6827], [0.8520, -7.8705, -6.4787], [2.8161, -8.6592, -6.0057], [-0.3390, -9.2306, -4.4932], [-0.9877, -8.3419, -3.6145], [-1.8789, -7.3396, -4.3526], [-1.1689, -6.5814, -5.2286], [-2.4646, -6.4825, -3.4789], [-0.0810, -7.7433, -2.8191], [-1.7473, -9.1055, -2.8030], [1.3952, -10.1360, -4.9162], [1.5127, -9.1354, -3.5119], [2.8703, -6.9740, -4.0017], [-2.6619, -7.8550, -4.9106], [3.4036, 3.4348, -3.2560], [4.0932, 3.1645, -4.6142], [5.2615, 2.1787, -4.5838], [6.2759, 2.6027, -3.8124], [5.7732, 2.0203, -5.8307], [4.4641, 4.3432, -5.1616], [3.1405, 2.6489, -5.4515], [3.7960, 4.6252, -2.5626], [4.9375, 4.5611, -1.7365], [6.0603, 5.4883, -2.2120], [6.4678, 5.1778, -3.4591], [7.1435, 5.3774, -1.4051], [5.3332, 3.2802, -1.6074], [4.5272, 4.9477, -0.5080], [2.3461, 3.5978, -3.4786], [3.4123, 2.5587, -2.6019], [4.9409, 1.1945, -4.2289], [5.7294, 6.5283, -2.2110], [6.3967, 3.5168, 3.2278], [5.5946, 4.7985, 2.9120], [6.1695, 5.7036, 1.8225], [7.3842, 6.1864, 2.1403], [5.3685, 6.7849, 1.6369], [5.3986, 5.4859, 4.0617], [4.3556, 4.3955, 2.4990], [7.2675, 3.5526, 4.3655], [8.5706, 4.0616, 4.1820], [8.8285, 5.3231, 5.0121], [7.9752, 6.3162, 4.6879], [10.0791, 5.7926, 4.7912], [8.8103, 4.2396, 2.8703], [9.4107, 3.0824, 4.5835], [5.6544, 2.7583, 3.4912], [6.9002, 3.1138, 2.3453], [6.2425, 5.1789, 0.8690], [8.7179, 5.1139, 6.0774], [-5.9148, 3.3573, 5.0917], [-6.6726, 2.4922, 4.0601], [-6.5116, 2.9005, 2.5960], [-6.9808, 4.1365, 2.3518], [-7.2140, 2.0624, 1.7907], [-7.9777, 2.4351, 4.4116], [-6.1926, 1.2205, 4.1847], [-6.6650, 4.3699, 5.7735], [-6.8008, 5.6254, 5.1446], [-8.2595, 5.9620, 4.8197], [-8.8085, 5.0509, 3.9896], [-8.3456, 7.1618, 4.1973], [-5.9967, 5.6857, 4.0670], [-6.3169, 6.5328, 6.0203], [-5.6136, 2.6736, 5.8903], [-4.9741, 3.7482, 4.6953], [-5.4637, 2.8572, 2.2850], [-8.8597, 5.9978, 5.7302]], "lowdin_charge": [-0.121, -0.107, -0.400, 0.087, -0.069, -0.187, -0.079, -0.251, -0.081, -0.043, -0.052, -0.487, 0.126, 0.129, -0.154, 0.444, 0.281, 0.081, 0.071, 0.091, 0.115, 0.115, 0.135, 0.083, 0.126, 0.144, 0.162, 0.130, 0.131, 0.131, 0.157, 0.097, 0.102, 0.116, 0.016, 0.028, -0.044, -0.434, -0.302, 0.094, 0.090, 0.135, 0.108, 0.040, -0.509, -0.277, 0.101, 0.099, 0.122, 0.143, 0.151, 0.140, 0.163, 0.177, -0.042, -0.439, -0.287, 0.066, 0.085, 0.128, 0.117, 0.045, -0.513, -0.258, 0.070, 0.089, 0.130, 0.160, 0.155, 0.148, 0.179, 0.180, -0.055, -0.431, -0.307, 0.103, 0.095, 0.141, 0.053, 0.043, -0.500, -0.270, 0.105, 0.101, 0.136, 0.140, 0.098, 0.143, 0.170, 0.182, -0.043, -0.429, -0.314, 0.101, 0.095, 0.132, 0.099, 0.034, -0.509, -0.280, 0.099, 0.101, 0.139, 0.146, 0.147, 0.144, 0.137, 0.176, -0.041, -0.431, -0.303, 0.098, 0.090, 0.136, 0.092, 0.039, -0.509, -0.278, 0.098, 0.100, 0.136, 0.148, 0.132, 0.146, 0.172, 0.176], "lumo_energy_ev": -5.1, "mol_weight_g_mol": 1437.5, "largest_force_ev_per_a": 3.861, "e_homo_ev": -12.771, "gap_ev": 7.671, "total_charge": 1, "total_energy_ha": -6789.16718}

---

[2]
{"formula": "C47H44N2OP2Zr", "method": "the ωB97M-V functional and the def2-TZVPD basis", "species": ["Zr", "C", "C", "C", "C", "C", "C", "P", "C", "C", "C", "C", "C", "C", "C", "C", "C", "C", "C", "C", "H", "H", "H", "H", "H", "H", "H", "H", "H", "H", "H", "H", "H", "H", "C", "C", "C", "C", "C", "C", "C", "P", "C", "C", "C", "C", "C", "C", "C", "C", "C", "C", "C", "C", "C", "C", "H", "H", "H", "H", "H", "H", "H", "H", "H", "H", "H", "H", "H", "H", "H", "H", "H", "H", "H", "H", "C", "C", "O", "N", "C", "C", "C", "C", "C", "C", "N", "H", "H", "H", "H", "H", "H", "H", "H", "H", "H"], "xyz": [[-0.5136, 0.1082, -0.6121], [5.5469, 4.3450, -0.7718], [4.4330, 4.8276, -1.4478], [3.2395, 4.1304, -1.3990], [3.1559, 2.9441, -0.6659], [4.2758, 2.4614, 0.0042], [5.4709, 3.1637, -0.0506], [1.5775, 2.0845, -0.5498], [0.9903, 2.0398, -2.2838], [-0.3109, 2.3558, -2.6791], [-0.6830, 2.2641, -4.0274], [0.2213, 1.8366, -4.9732], [1.5185, 1.4965, -4.5827], [1.8967, 1.5939, -3.2639], [0.3066, 3.0086, 0.2966], [0.2868, 4.3334, 0.7087], [-0.8893, 4.8367, 1.2418], [-2.0167, 4.0288, 1.3137], [-1.9793, 2.7133, 0.8655], [-0.7997, 2.1449, 0.3628], [6.4796, 4.8901, -0.8139], [4.4977, 5.7464, -2.0137], [2.3760, 4.5050, -1.9361], [4.2254, 1.5324, 0.5579], [6.3405, 2.7841, 0.4662], [-1.0091, 2.7794, -1.9604], [-1.6780, 2.5699, -4.3235], [-0.0571, 1.7856, -6.0163], [2.2363, 1.1731, -5.3227], [2.9152, 1.3531, -2.9845], [1.1688, 4.9556, 0.6289], [-0.9348, 5.8582, 1.5913], [-2.9330, 4.4322, 1.7226], [-2.8839, 2.1201, 0.9406], [2.2681, 1.0975, 2.7305], [1.6380, 0.1877, 3.7379], [1.9579, 0.3038, 5.0857], [1.4057, -0.5415, 6.0352], [0.5178, -1.5336, 5.6497], [0.1867, -1.6664, 4.3132], [0.7348, -0.8080, 3.3584], [0.3601, -1.1263, 1.6200], [-1.1556, -2.1494, 1.6140], [-1.1350, -3.4425, 1.0842], [-2.2831, -4.2163, 1.0481], [-3.4631, -3.7083, 1.5692], [-3.4820, -2.4404, 2.1298], [-2.3442, -1.6410, 2.1661], [-2.3962, -0.3155, 2.8673], [1.6369, -2.1988, 0.9537], [2.2624, -3.1422, 1.7750], [3.1355, -4.0612, 1.2294], [3.3752, -4.0421, -0.1414], [2.7704, -3.0936, -0.9463], [1.9015, -2.1340, -0.4160], [1.3413, -1.0479, -1.3095], [2.9448, 1.8023, 3.2095], [1.5086, 1.6725, 2.1956], [2.8374, 0.5237, 1.9961], [2.6545, 1.0714, 5.3927], [1.6752, -0.4283, 7.0756], [0.0870, -2.2015, 6.3808], [-0.5015, -2.4483, 4.0164], [-0.2019, -3.8561, 0.7223], [-2.2471, -5.2188, 0.6449], [-4.3610, -4.3103, 1.5707], [-4.3922, -2.0679, 2.5821], [-3.4152, 0.0654, 2.9031], [-1.7624, 0.4442, 2.4000], [-2.0500, -0.4167, 3.8967], [2.0556, -3.1564, 2.8373], [3.6224, -4.7908, 1.8600], [4.0520, -4.7624, -0.5782], [2.9900, -3.0705, -2.0063], [1.1268, -1.4808, -2.2951], [2.1797, -0.3673, -1.4891], [-4.9964, 0.1243, 0.1029], [-3.8724, 0.1086, -0.8765], [-2.6764, 0.1116, -0.4996], [-4.1488, 0.0802, -2.1721], [-3.0844, -0.0288, -3.1627], [-2.4397, -1.3894, -3.1405], [-2.9140, -2.3729, -3.9955], [-2.3774, -3.6495, -3.9384], [-1.3709, -3.8931, -3.0230], [-0.9303, -2.8507, -2.2245], [-1.4420, -1.6143, -2.2603], [-4.6506, 0.5380, 1.0450], [-5.3241, -0.9030, 0.2722], [-5.8427, 0.6998, -0.2694], [-5.1137, 0.0695, -2.4660], [-2.3510, 0.7576, -2.9750], [-3.5217, 0.1671, -4.1397], [-3.6945, -2.1312, -4.7035], [-2.7335, -4.4286, -4.5983], [-0.9091, -4.8656, -2.9313], [-0.1132, -3.0153, -1.5358]], "lowdin_charge": [1.583, -0.051, -0.055, -0.088, -0.363, -0.086, -0.058, 1.046, -0.394, -0.127, -0.085, -0.048, -0.037, -0.089, -0.443, -0.052, -0.051, -0.058, -0.122, -0.341, 0.117, 0.116, 0.116, 0.092, 0.114, 0.104, 0.115, 0.117, 0.120, 0.119, 0.112, 0.116, 0.112, 0.073, -0.057, -0.256, -0.019, -0.040, -0.054, -0.099, -0.313, 1.065, -0.337, -0.080, -0.057, -0.045, -0.041, -0.292, -0.039, -0.346, -0.063, -0.054, -0.047, -0.036, -0.329, -0.306, 0.094, 0.049, 0.066, 0.120, 0.118, 0.116, 0.114, 0.105, 0.115, 0.116, 0.122, 0.082, 0.051, 0.093, 0.112, 0.115, 0.115, 0.121, 0.048, 0.026, 0.050, -0.434, -0.159, 0.133, -0.087, -0.236, 0.007, -0.012, -0.009, -0.118, 0.038, 0.078, 0.105, 0.106, 0.170, 0.083, 0.143, 0.127, 0.127, 0.125, 0.085], "lumo_energy_ev": -5.7, "mol_weight_g_mol": 806.1, "largest_force_ev_per_a": 0.520, "e_homo_ev": -13.168, "gap_ev": 7.419, "total_charge": 2, "total_energy_ha": -2731.49460}

---

[3]
{"formula": "C33H37ClO2OsSi2", "method": "the ωB97M-V functional and the def2-TZVPD basis", "species": ["C", "C", "C", "H", "C", "C", "H", "H", "H", "H", "Os", "Si", "C", "C", "H", "C", "H", "C", "H", "C", "H", "C", "H", "C", "C", "H", "C", "H", "C", "H", "C", "H", "C", "H", "H", "Si", "C", "C", "H", "C", "H", "C", "H", "C", "H", "C", "H", "C", "C", "H", "C", "H", "C", "H", "C", "H", "C", "H", "H", "Cl", "C", "O", "C", "C", "O", "C", "H", "H", "H", "H", "H", "H", "H", "H", "H", "H"], "xyz": [[0.0038, -0.0330, 1.2317], [0.3165, 1.3268, 1.5246], [-0.9036, 2.0401, 1.6359], [1.3077, 1.7134, 1.6983], [-1.9739, 1.1239, 1.4144], [-1.4171, -0.1560, 1.1572], [-1.9839, -1.0724, 1.0619], [0.7195, -0.8442, 1.1919], [-0.9996, 3.0828, 1.9185], [-3.0348, 1.3165, 1.5231], [-0.7663, 1.1882, -0.1820], [-2.7717, 3.1124, -6.4862], [-1.7240, 4.4542, -7.2867], [-1.7203, 4.7618, -8.6617], [-2.3501, 4.1848, -9.3462], [-0.9546, 5.8364, -9.1578], [-0.9907, 6.0736, -10.2224], [-0.1759, 6.6098, -8.2874], [0.4246, 7.4355, -8.6623], [-0.1919, 6.3427, -6.9083], [0.3787, 6.9615, -6.2065], [-0.9850, 5.2945, -6.4219], [-1.0598, 5.1492, -5.3319], [-4.5273, 3.8144, -6.5073], [-4.7662, 5.2147, -6.5000], [-3.9478, 5.8961, -6.7645], [-6.0223, 5.7445, -6.1598], [-6.1686, 6.8253, -6.1179], [-7.0955, 4.8797, -5.8983], [-8.0592, 5.2834, -5.5882], [-6.9320, 3.5040, -6.1002], [-7.7921, 2.8370, -6.0107], [-5.6663, 2.9823, -6.4394], [-5.5475, 1.9144, -6.6527], [-2.3247, 3.2111, -5.0580], [-0.9923, 1.6437, -2.5087], [-2.5875, 2.1373, -1.4785], [-2.7057, 3.5172, -1.1716], [-1.8098, 4.1442, -1.1822], [-3.9577, 4.0094, -0.8390], [-4.0622, 5.0769, -0.6528], [-5.0373, 3.1193, -0.7393], [-6.0018, 3.5147, -0.4411], [-4.9039, 1.7426, -0.9670], [-5.7551, 1.0704, -0.8636], [-3.6691, 1.2277, -1.3218], [-3.4796, 0.1629, -1.4521], [0.2154, 3.0689, -2.6427], [0.8392, 3.4939, -1.4624], [0.6613, 2.9022, -0.5417], [1.6031, 4.6625, -1.4699], [2.0555, 5.0230, -0.5527], [1.7550, 5.3562, -2.6767], [2.3562, 6.2606, -2.7081], [1.1596, 4.9006, -3.8640], [1.2733, 5.4493, -4.7907], [0.4033, 3.7374, -3.8606], [-0.0905, 3.3429, -4.7420], [-2.5257, 1.6321, -6.8599], [-1.3041, 0.3914, -4.0949], [3.0406, 0.2011, -0.1932], [1.9265, 0.3304, -1.0763], [1.8995, -0.6992, -2.0885], [1.1523, -1.9410, -1.6449], [-0.2154, -1.6066, -1.3601], [-0.9097, -2.7085, -0.7682], [2.9408, 0.9931, 0.5660], [3.0199, -0.7775, 0.3290], [3.9883, 0.3152, -0.7438], [1.3993, -0.2570, -2.9699], [2.9391, -1.0002, -2.3431], [1.1613, -2.6813, -2.4486], [1.6500, -2.3634, -0.7584], [-0.3222, -3.1878, 0.0544], [-1.1199, -3.4918, -1.5244], [-1.8614, -2.3265, -0.3619]], "mulliken_spin": [0.144, 0.065, 0.036, 0.024, -0.003, 0.145, 0.025, 0.012, 0.012, -0.007, 1.979, 0.034, 0.033, 0.010, -0.004, -0.003, 0.000, 0.009, 0.000, 0.012, 0.002, -0.008, -0.002, 0.286, 0.199, 0.002, -0.009, 0.004, 0.235, 0.002, 0.141, 0.006, 0.006, 0.003, 0.029, 0.251, -0.119, 0.084, -0.009, -0.002, 0.001, 0.025, 0.001, 0.004, 0.000, 0.124, 0.009, -0.097, 0.130, 0.033, 0.037, 0.002, 0.015, 0.002, 0.000, -0.001, 0.013, 0.004, 0.010, 0.013, 0.002, 0.030, 0.023, -0.011, -0.007, 0.005, 0.000, 0.000, 0.003, -0.004, 0.003, 0.002, -0.001, 0.000, 0.004, -0.002], "lumo_energy_ev": [-5.8, -10.0], "mol_weight_g_mol": 747.5, "largest_force_ev_per_a": 11.009, "e_homo_ev": [-11.441, -13.747], "s2": 6.028, "gap_ev": [5.606, 3.719], "de_lowest_ev": 1.7926, "total_charge": 2, "spin_multiplicity": 5, "total_energy_ha": -2559.20734}

---

[4]
{"formula": "C3H7NO", "method": "the ωB97M-V functional and the def2-TZVPD basis", "species": ["C", "O", "C", "N", "C", "H", "H", "H", "H", "H", "H", "H"], "xyz": [[-1.6817, -0.0248, -0.8407], [-1.0732, -1.2874, -0.6100], [0.1687, -1.4013, -0.1038], [0.7641, -0.3071, 0.1862], [1.3736, 0.7793, 0.7871], [-1.8299, 0.5507, 0.0766], [-1.1294, 0.5778, -1.5698], [-2.6426, -0.3389, -1.2428], [1.3514, -1.4444, 0.5575], [2.2935, 0.3791, 1.1952], [1.5820, 1.3705, -0.1025], [0.8235, 1.1465, 1.6671]], "lowdin_charge": [-0.097, -0.153, -0.284, -0.068, -0.130, 0.082, 0.085, 0.086, 0.223, 0.066, 0.094, 0.095], "lumo_energy_ev": 0.7, "mol_weight_g_mol": 73.1, "largest_force_ev_per_a": 3.272, "e_homo_ev": -7.619, "gap_ev": 8.274, "de_lowest_ev": 6.6390, "total_charge": 0, "total_energy_ha": -248.28252}